(1)
C46H44KN3O2P2S2Se3Te | ωB97M-V/def2-TZVPD

The geometry in ORCA input format:
```
! RIJCOSX wB97M-V def2-TZVPD def2/J DEFGRID3
* xyz -2 1
K -0.45193 -0.86445 0.56704
O 2.27103 3.45358 -0.39314
S 1.29791 2.44369 0.13158
C -0.04481 2.56256 -1.08600
C 0.23000 2.85193 -2.41082
C -0.79535 3.20393 -3.26964
C -2.09448 3.28287 -2.79748
C -2.37740 2.98658 -1.47472
C -1.35599 2.64655 -0.59019
P -1.65139 2.18020 1.16168
C -1.01421 3.65853 2.05542
C -1.21800 3.63707 3.43373
C -0.90411 4.74049 4.21100
C -0.35507 5.86825 3.62057
C -0.13570 5.89249 2.25173
C -0.47705 4.79992 1.46760
C -3.42440 2.66307 1.33854
C -3.87101 3.98069 1.20972
C -5.22100 4.27326 1.30400
C -6.14372 3.25633 1.52789
C -5.70809 1.94937 1.66597
C -4.35242 1.65414 1.57815
C 2.09052 0.85907 -0.00749
C 3.14077 0.72631 -1.09486
C 4.17301 -0.31160 -0.74339
C 4.13284 -1.03528 0.37622
C 3.11356 -0.85921 1.39105
C 2.24635 0.22577 1.21902
P 1.25463 0.85050 2.63821
C 2.39162 2.17384 3.22855
C 2.10292 2.73482 4.47293
C 2.88183 3.75488 4.99070
C 3.96431 4.23407 4.26552
C 4.27245 3.67064 3.03789
C 3.49727 2.63986 2.52338
C 1.63815 -0.40637 3.93162
C 0.67550 -1.38620 4.16976
C 0.91100 -2.40205 5.08576
C 2.10305 -2.43922 5.79073
C 3.06078 -1.45428 5.57968
C 2.83188 -0.44678 4.65664
H 1.24531 2.80267 -2.77380
H -0.57543 3.39668 -4.31217
H -2.90491 3.55500 -3.46265
H -3.40090 3.01761 -1.13092
H -1.64606 2.74632 3.88369
H -1.07608 4.71866 5.28099
H -0.09180 6.72726 4.22653
H 0.29237 6.77234 1.78652
H -0.32217 4.83906 0.39616
H -3.16037 4.77654 1.02574
H -5.56021 5.29752 1.19818
H -7.19999 3.49070 1.59120
H -6.41669 1.14887 1.84043
H -4.01033 0.62867 1.69071
H 3.62947 1.70220 -1.18336
H 4.97333 -0.42839 -1.46718
H 4.89263 -1.78964 0.55743
H 3.40729 -1.11728 2.39693
H 1.26361 2.34645 5.03708
H 2.63535 4.18730 5.95363
H 4.56915 5.04153 4.66189
H 5.11941 4.03618 2.47003
H 3.76103 2.19733 1.57295
H -0.27248 -1.35358 3.63840
H 0.16155 -3.16697 5.24579
H 2.29011 -3.23149 6.50586
H 3.99524 -1.47834 6.12863
H 3.58881 0.30984 4.49453
Se -1.44212 -3.92522 -0.54316
Se -5.32369 -3.76607 -0.21737
Te -3.25010 -3.94348 1.11332
Se -3.04180 -1.77502 2.27423
C 1.44380 -1.74543 -2.06200
C 1.93341 -0.61406 -2.91110
C 1.79075 -0.47693 -4.26988
C 2.44288 0.71877 -4.65777
C 2.96847 1.28807 -3.52533
C 3.76432 2.55129 -3.40572
N 2.63951 0.48008 -2.45797
H 1.77402 -2.69965 -2.47703
H 0.34981 -1.77395 -2.04525
H 1.79879 -1.69131 -1.03815
H 1.24603 -1.15458 -4.90806
H 2.51563 1.12269 -5.65674
H 3.71866 3.07865 -4.35915
H 4.81781 2.35769 -3.17815
H 3.37393 3.21085 -2.62578
O 2.24551 -3.60987 1.47526
C 1.68055 -2.62593 1.25793
C -4.03772 -0.31742 -0.98611
N -3.78764 -1.38287 -1.92737
C -2.74031 -1.37686 -2.75647
S -1.67391 -0.07703 -2.88747
N -2.60096 -2.43795 -3.59055
C -3.37334 -3.66366 -3.47112
H -4.82017 -0.64808 -0.30575
H -4.35326 0.58875 -1.50989
H -3.14639 -0.07338 -0.40507
H -4.20712 -2.28223 -1.67892
H -1.66765 -2.52314 -3.95196
H -4.44120 -3.43878 -3.49197
H -3.14861 -4.20522 -2.54836
H -3.13214 -4.29962 -4.32326
*
```

- Largest force on an atom: 2.678 eV/Å
- HOMO: -1.937 eV
- Electronic energy: -316890.3033 eV
- Energy relative to the best compared isomer or geometry (same formula, charge and spin): 62.62 kJ/mol

Atomic partial charges in e from the Mulliken method, atoms 1 to 4: K 0.954; O -0.877; S 1.185; C -0.013

(2)
C46H45BN7O6S2SbTi | ωB97M-V/def2-TZVPD

The geometry in ORCA input format:
```
! RIJCOSX wB97M-V def2-TZVPD def2/J DEFGRID3
* xyz -2 1
Ti -0.29552 1.72724 -0.49931
O -0.16144 2.20661 1.32798
C 0.71177 2.60078 2.21591
C 0.31995 2.71427 3.56336
C 1.24735 3.03458 4.52656
C 2.59284 3.26620 4.19661
C 2.97656 3.20374 2.87870
C 2.05010 2.89356 1.87246
C 2.39337 3.08056 0.48852
N 1.51681 2.92531 -0.42952
N 1.79528 3.46541 -1.67366
C 0.66003 3.57924 -2.29725
O -0.47512 3.34314 -1.71806
C 0.69759 3.93053 -3.74175
C 1.90089 4.13148 -4.40970
C 1.90562 4.36787 -5.77472
C 0.70992 4.39377 -6.48487
C -0.48973 4.19273 -5.82011
C -0.49562 3.96664 -4.44882
H -0.70929 2.47028 3.81259
H 0.93047 3.07922 5.56202
H 3.31881 3.49570 4.96682
H 4.00221 3.41593 2.59119
H 3.35542 3.51914 0.21980
H 2.82048 4.07569 -3.84216
H 2.84503 4.51678 -6.29348
H 0.71672 4.55310 -7.55652
H -1.42239 4.19870 -6.37054
H -1.41673 3.77308 -3.91312
C -5.69181 -0.58367 -0.40774
C -5.28125 0.12782 0.88051
C -4.27305 1.20106 0.62359
N -3.23707 1.04246 -0.10443
N -2.38649 2.11977 -0.06648
C -2.84545 3.12678 0.61948
N -2.21474 4.34033 0.71805
S -4.36980 2.79725 1.33394
H -6.42206 -1.36646 -0.19168
H -4.81265 -1.03997 -0.85959
H -6.13164 0.11714 -1.12386
H -4.80296 -0.58072 1.56376
H -6.14791 0.55996 1.38622
H -1.32184 4.35329 0.24129
H -2.18592 4.72537 1.64848
S -2.49643 0.71503 3.38129
Sb -0.57351 -0.54517 2.97268
C -1.15685 -2.27815 4.19566
C -0.86835 -2.13208 5.55538
C -1.23271 -3.09564 6.48979
C -1.88876 -4.24819 6.07427
C -2.17888 -4.41533 4.72390
C -1.82455 -3.43918 3.79630
C 2.19660 -2.58933 2.24344
C 1.63615 -3.55930 3.07108
C 1.88843 -3.58698 4.43900
C 2.68872 -2.62168 5.02150
C 3.21776 -1.61479 4.22054
C 2.98368 -1.60477 2.85572
C 0.15315 -1.41565 -0.29477
C -0.40635 -2.03750 -1.52059
C 0.32679 -2.35443 -2.59089
C 1.75222 -2.03509 -2.60460
C 2.36057 -1.58539 -1.51232
C 1.70527 -1.49937 -0.13800
H -0.34361 -1.24049 5.89047
H -0.99473 -2.95708 7.54018
H -2.17819 -5.00489 6.79628
H -2.69573 -5.31066 4.39222
H -2.06417 -3.57715 2.75001
H 0.97288 -4.30513 2.65998
H 1.41734 -4.34809 5.04982
H 2.87421 -2.63530 6.09005
H 3.81604 -0.82457 4.66051
H 3.40883 -0.81467 2.25546
H -1.48182 -2.15683 -1.51393
H -0.13786 -2.77086 -3.47828
H 2.29129 -2.08597 -3.54614
H 3.39123 -1.25010 -1.55420
H 2.12764 0.38159 -0.11080
O -2.27940 -0.00494 -4.66306
C -1.00679 0.03264 -5.08884
C -0.73868 -0.32337 -6.41148
C 0.55532 -0.26875 -6.89801
C 1.60899 0.13377 -6.08127
C 1.34659 0.46427 -4.76255
C 0.05432 0.41245 -4.25610
C -0.21027 0.77576 -2.84372
O -1.37653 0.96191 -2.44061
O 0.77062 0.94902 -2.03923
H -2.28138 0.31352 -3.72960
H -1.56699 -0.63379 -7.03658
H 0.74514 -0.54236 -7.93005
H 2.61792 0.18802 -6.47082
H 2.13731 0.77282 -4.08948
B -2.30943 -2.08291 0.70572
C -0.89182 -1.20529 0.80275
N -0.56075 -0.11351 -0.05560
H -2.94831 -1.74327 -0.29267
H -3.00116 -1.93595 1.69521
H -1.97612 -3.27109 0.59171
C 1.33098 -3.96448 0.28914
C 2.16894 -2.76244 0.70852
N 3.57248 -3.08589 0.31533
O 2.23137 -0.35115 0.51585
H 1.72211 -4.87400 0.75229
H 1.40133 -4.08378 -0.78893
H 0.28179 -3.83937 0.56337
H 3.87678 -3.84324 0.91822
H 4.16262 -2.29316 0.54904
*
```

- Largest force on an atom: 2.811 eV/Å
- HOMO (spin up / spin down): -0.672 / -0.671 eV
- Electronic energy: -123150.9499 eV
- Energy relative to the best compared isomer or geometry (same formula, charge and spin): 346.20 kJ/mol

Atomic partial charges in e from the Mulliken method, atoms 1 to 4: Ti -0.929; O 1.412; C 0.272; C -0.529

(3)
C46H45BN9O4ScTe | ωB97M-V/def2-TZVPD

The geometry in ORCA input format:
```
! RIJCOSX wB97M-V def2-TZVPD def2/J DEFGRID3
* xyz 1 2
Sc 0.18162 0.34967 0.74016
C -3.47484 4.24934 -1.30930
N -2.29836 3.69687 -0.65194
C -1.99978 2.42585 -0.40642
N -0.81666 2.35503 0.19461
C -0.43131 3.66034 0.27005
N -1.29862 4.50078 -0.23106
C -3.46807 4.06462 -2.80900
C -4.67829 4.09125 -3.49064
C -4.70792 3.98719 -4.87410
C -3.53165 3.84355 -5.58709
C -2.31848 3.80333 -4.90470
C -2.28585 3.91756 -3.51912
C -1.08490 3.64715 -5.67021
N -0.93052 3.72829 -6.94504
N 0.41328 3.49896 -7.19340
C 0.96687 3.29726 -6.05035
O 0.07836 3.37575 -5.02508
C 2.36372 2.98305 -5.76665
C 3.29233 3.00453 -6.80491
C 4.60815 2.66627 -6.54704
C 4.99990 2.29982 -5.26598
C 4.07749 2.28748 -4.22940
C 4.52227 1.90653 -2.83657
N 3.49073 1.17055 -2.11963
C 2.72189 1.56888 -1.11141
N 1.83247 0.62812 -0.82986
C 2.11027 -0.34630 -1.74592
N 3.10864 -0.05459 -2.53706
C 2.75883 2.63427 -4.48194
H -3.48460 5.30615 -1.04636
H -4.35869 3.78499 -0.87278
H -2.62773 1.58805 -0.66436
H 0.49296 3.98947 0.71692
H -5.60679 4.19560 -2.94157
H -5.65516 4.01035 -5.39530
H -3.53198 3.75524 -6.66464
H -1.33095 3.90172 -3.00846
H 2.96617 3.27540 -7.79951
H 5.33273 2.67328 -7.34973
H 6.02816 2.01474 -5.07863
H 4.75189 2.78890 -2.23696
H 5.41217 1.28108 -2.87696
H 2.83025 2.51859 -0.61274
H 1.56053 -1.27124 -1.81453
H 2.01782 2.60899 -3.69221
O -1.55784 -0.98060 -1.92895
B -1.36660 -1.01769 -0.52712
O -2.21608 -2.03192 -0.01499
C -2.88871 -2.57967 -1.08239
C -3.81855 -3.59510 -1.08876
C -4.33807 -3.95715 -2.33032
C -3.93341 -3.31911 -3.49799
C -2.99182 -2.29184 -3.47622
C -2.48600 -1.94473 -2.24339
H -4.13039 -4.08378 -0.17565
H -5.07125 -4.75041 -2.38565
H -4.35732 -3.62574 -4.44468
H -2.67172 -1.79224 -4.38032
C -1.80732 2.42346 3.58033
C -1.53808 0.94507 3.60692
O -2.22749 0.18562 4.31248
N -0.53061 0.44516 2.86571
Te -0.77776 -1.52817 3.12446
C -0.37321 -2.25296 5.08745
C 0.81185 -2.13623 5.81359
C 1.94998 -1.26092 5.37930
C 0.92714 -2.83317 7.01173
C -0.09860 -3.62606 7.50315
C 0.04400 -4.37996 8.79397
C -1.27798 -3.69980 6.77208
C -1.44500 -3.02796 5.56966
C -2.77770 -3.14476 4.86854
C 1.03457 -1.81258 2.03934
C 2.12308 -0.91536 1.87370
C 2.32797 0.43474 2.52603
C 3.20217 -1.34441 1.06690
C 3.24950 -2.56756 0.44882
C 4.41302 -2.95689 -0.41815
C 2.17374 -3.44601 0.64686
C 1.09417 -3.10187 1.42222
C -0.00683 -4.10803 1.63482
H -1.83338 2.79185 4.60459
H -2.79578 2.58820 3.14966
H -1.06218 2.96921 3.00874
H 1.61367 -0.22621 5.29803
H 2.35385 -1.57807 4.41745
H 2.75589 -1.29000 6.10994
H 1.84726 -2.74135 7.57720
H 0.99379 -4.16322 9.27921
H -0.01097 -5.45519 8.61696
H -0.76068 -4.12108 9.48293
H -2.09941 -4.29479 7.15527
H -3.47632 -3.68820 5.50102
H -2.70447 -3.68921 3.92363
H -3.20586 -2.16212 4.66363
H 1.92555 0.50315 3.52664
H 1.87581 1.28975 1.97895
H 3.39476 0.65211 2.56157
H 4.04633 -0.67141 0.95096
H 5.35430 -2.61167 0.00932
H 4.31658 -2.50931 -1.41062
H 4.46808 -4.03677 -0.54511
H 2.20436 -4.43075 0.19490
H 0.22697 -5.04709 1.13734
H -0.94904 -3.72755 1.23279
H -0.14034 -4.33438 2.69841
*
```

- Largest force on an atom: 0.616 eV/Å
- <S²>: 0.754
- HOMO (spin up / spin down): -7.946 / -10.406 eV
- Electronic energy: -98700.5138 eV
- Energy relative to the best compared isomer or geometry (same formula, charge and spin): 0.00 kJ/mol

Atomic partial charges in e from the Mulliken method, atoms 1 to 4: Sc -0.264; C -1.375; N 0.940; C -0.824

Look up the energy relative to the best compared isomer or geometry (same formula, charge and spin) of the second one.
346.20 kJ/mol

Which value of largest force on an atom does entry 3 give?
0.616 eV/Å

Which of these has the highest electronic energy?
C46H45BN9O4ScTe

Which of these has the lowest largest force on an atom?
C46H45BN9O4ScTe